P.
DFT (ωB97M-V with the def2-TZVPD basis set) results for an isolated molecule of C18H21NO2.

Element x y z (Å)
C 6.074 1.152 0.963
H 6.102 2.038 0.321
O 5.422 0.076 0.330
C 4.125 0.222 -0.036
C 3.550 -0.872 -0.689
C 2.233 -0.841 -1.090
C 1.450 0.291 -0.861
C 2.041 1.391 -0.243
C 3.354 1.362 0.181
H 3.768 2.229 0.671
H 1.440 2.275 -0.083
C 0.031 0.409 -1.276
O -0.421 1.468 -1.654
C -0.817 -0.857 -1.148
N -0.882 -1.356 0.219
C -0.123 -2.546 0.513
H -0.485 -2.954 1.458
H -0.287 -3.290 -0.265
H 0.959 -2.364 0.614
C -0.765 -0.369 1.270
H -1.267 0.548 0.973
H 0.280 -0.138 1.529
H -1.260 -0.757 2.162
H -0.339 -1.620 -1.773
C -2.246 -0.643 -1.713
C -3.173 0.025 -0.741
C -3.842 -0.736 0.212
C -4.684 -0.135 1.129
C -4.875 1.237 1.103
C -4.218 2.001 0.154
C -3.374 1.399 -0.763
H -2.854 1.999 -1.494
H -4.365 3.071 0.127
H -5.534 1.707 1.819
H -5.197 -0.737 1.866
H -3.692 -1.805 0.235
H -2.651 -1.623 -1.971
H -2.161 -0.045 -2.621
H 1.828 -1.690 -1.619
H 4.167 -1.738 -0.871
H 7.091 0.811 1.150
H 5.597 1.406 1.915

Summary:
gap between HOMO and LUMO: 8.912 eV
SMILES: COc1ccc(C(=O)[C@H](Cc2ccccc2)N(C)C)cc1
highest occupied orbital energy: -8.2 eV



Q.
DFT (ωB97M-V with the def2-TZVPD basis set) results for an isolated molecule of C18H21NO2.

Element x y z (Å)
C 0.387 -3.047 -2.746
H 1.181 -2.418 -3.165
O 0.144 -2.730 -1.401
C 1.285 -2.883 -0.584
C 0.865 -2.690 0.870
N 0.483 -1.326 1.139
C 1.194 -0.544 1.979
O 2.127 -0.969 2.633
C 0.720 0.893 2.144
H 1.594 1.449 2.488
H 0.004 0.908 2.970
C 0.104 1.597 0.919
C 0.779 1.160 -0.371
C 2.167 1.223 -0.459
C 2.820 0.853 -1.619
C 2.096 0.428 -2.721
C 0.716 0.369 -2.647
C 0.063 0.723 -1.478
H -1.014 0.660 -1.439
H 0.139 0.046 -3.500
H 2.606 0.148 -3.632
H 3.898 0.902 -1.666
H 2.744 1.564 0.387
C -1.405 1.513 0.845
C -2.081 2.505 0.138
C -3.458 2.486 0.020
C -4.190 1.472 0.614
C -3.532 0.486 1.326
C -2.151 0.504 1.441
H -1.670 -0.276 2.010
H -4.094 -0.307 1.798
H -5.266 1.453 0.526
H -3.960 3.265 -0.534
H -1.515 3.298 -0.329
H 0.338 2.666 1.032
H -0.191 -0.927 0.505
H 0.020 -3.352 1.081
H 1.697 -2.928 1.537
H 1.708 -3.891 -0.712
H 2.052 -2.145 -0.862
H -0.543 -2.867 -3.281
H 0.675 -4.100 -2.858

Summary:
gap between HOMO and LUMO: 9.829 eV
SMILES: COCCNC(=O)CC(c1ccccc1)c1ccccc1
highest occupied orbital energy: -9.0 eV



What should be chosen as the least stable of them? Choose P.



P.
DFT (ωB97M-V with the def2-TZVPD basis set) results for a cluster of 2 separate species, C2H9N2O in total.

Element x y z (Å)
C -0.233 1.238 -1.196
C -0.695 0.140 -0.485
N -0.030 -1.139 -0.494
N -0.804 2.424 -1.241
H 0.580 1.116 -1.917
H -1.676 0.132 -0.038
H -0.582 -1.882 -0.014
H 0.203 -1.547 -1.420
H 0.803 -0.933 0.096
H -1.694 2.546 -0.763
H -0.449 3.183 -1.820
H 1.413 -2.541 3.078
H 1.834 -1.123 3.438
O 1.329 -1.615 2.778

Summary:
gap between HOMO and LUMO (alpha / beta): 8.935 / 5.289 eV
spin multiplicity: 2
charge: +2
highest occupied orbital energy (alpha / beta): -18.1 / -18.1 eV



Q.
DFT (ωB97M-V with the def2-TZVPD basis set) results for a cluster of 3 separate species, C2H9N2O in total.

Element x y z (Å)
C 0.400 -0.365 -2.147
N 0.391 0.441 -1.003
C 0.114 1.754 -1.042
N -0.251 2.364 0.066
H 0.940 0.177 -2.952
H -0.616 -0.576 -2.543
H 0.894 -1.308 -1.927
H -1.314 -5.237 3.226
H 0.307 2.320 -1.956
H -1.382 -5.861 3.635
H -0.811 3.221 -0.156
H -0.005 1.154 1.545
H 0.865 1.278 2.949
O 0.470 0.638 2.303

Summary:
gap between HOMO and LUMO (alpha / beta): 1.869 / 3.899 eV
spin multiplicity: 2
charge: +2
highest occupied orbital energy (alpha / beta): -18.4 / -19.5 eV



What should be chosen as the least stable of them? Choose Q.



P.
DFT (ωB97M-V with the def2-TZVPD basis set) results for an isolated molecule of CH5OP.

Element x y z (Å)
C -0.845 -0.645 -0.348
O 1.428 1.205 0.143
P 0.966 -0.221 0.837
H -1.680 -0.054 -0.065
H -1.085 -1.745 -0.437
H -0.443 -0.204 -1.249
H 1.293 1.090 -0.792
H 0.366 0.574 1.910

Summary:
gap between HOMO and LUMO: 9.703 eV
SMILES: CPO
highest occupied orbital energy: -8.9 eV



Q.
DFT (ωB97M-V with the def2-TZVPD basis set) results for a structure of composition CH5OP.

Element x y z (Å)
C -0.453 -0.645 -0.118
O 3.096 -0.268 0.016
P 1.062 0.525 0.055
H -0.338 -1.013 -1.196
H -0.253 -1.528 0.568
H -1.381 -0.220 0.110
H 0.686 1.304 -1.179
H 0.543 1.474 0.994

Summary:
gap between HOMO and LUMO (alpha / beta): 8.919 / 8.923 eV
highest occupied orbital energy (alpha / beta): -9.6 / -9.6 eV



What should be chosen as the least stable of them? Choose Q.



P.
DFT (ωB97M-V with the def2-TZVPD basis set) results for a structure of composition C5H9NO4.

Element x y z (Å)
C 2.256 1.997 0.407
C 1.760 0.640 0.841
O 0.737 0.219 -0.084
C 0.152 -0.932 0.124
O 0.406 -1.697 1.027
C -0.887 -1.289 -0.942
O -1.341 -2.585 -0.725
C -2.083 -0.337 -0.948
N -2.996 -0.347 -0.023
H 2.672 1.959 -0.609
H 1.448 2.740 0.436
H 3.049 2.322 1.094
H 2.561 -0.111 0.831
H 1.322 0.669 1.847
H -0.410 -1.179 -1.929
H -0.899 -2.928 0.066
O -1.895 0.911 -1.292
H -3.147 -1.289 0.331
H -2.708 1.236 -0.452

Summary:
gap between HOMO and LUMO: 10.505 eV
highest occupied orbital energy: -10.0 eV



Q.
DFT (ωB97M-V with the def2-TZVPD basis set) results for an isolated molecule of C5H9NO4.

Element x y z (Å)
O -2.227 1.249 -0.181
C -1.982 -0.139 -0.093
C -0.512 -0.483 0.025
C -0.065 -1.822 -0.419
N 0.290 -0.628 -1.184
C 2.389 0.757 0.393
O 3.426 0.336 -0.065
O 1.600 -0.006 1.133
C 0.190 0.210 1.180
H -1.754 1.611 -0.935
H -2.510 -0.490 0.805
H -2.409 -0.672 -0.959
H 0.765 -2.307 0.098
H -0.815 -2.498 -0.836
H -0.031 1.283 1.178
H -0.145 -0.225 2.129
O 2.005 2.029 0.338
H -0.270 -0.537 -2.029
H 2.054 2.330 -0.577

Summary:
gap between HOMO and LUMO: 10.512 eV
SMILES: O=C(O)OC[C@]1(CO)CN1
highest occupied orbital energy: -10.1 eV



R.
DFT (ωB97M-V with the def2-TZVPD basis set) results for a cluster of 2 separate species, C5H9NO4 in total.

Element x y z (Å)
O 3.988 -1.131 0.236
N 2.845 -0.734 0.337
O 1.803 -1.351 0.662
O 2.334 3.430 -0.261
C 1.882 2.951 1.044
C 2.020 4.494 0.659
C 3.251 5.395 0.782
C 0.708 5.070 0.634
C 0.453 6.420 0.085
O 0.264 6.404 -1.347
H 0.907 2.439 1.076
H 2.597 2.580 1.798
H 4.109 4.849 1.150
H 3.553 5.822 -0.182
H 3.098 6.230 1.436
H -0.072 4.329 0.586
H -0.471 6.755 0.557
H 1.302 7.045 0.358
H 0.144 7.294 -1.684

Summary:
gap between HOMO and LUMO (alpha / beta): 9.502 / 6.060 eV
highest occupied orbital energy (alpha / beta): -10.0 / -8.4 eV



S.
DFT (ωB97M-V with the def2-TZVPD basis set) results for a cluster of 2 separate species, C5H9NO4 in total.

Element x y z (Å)
O 1.011 -2.709 -1.639
N 1.414 -1.564 -0.991
C 0.468 -0.739 -0.839
C -1.013 -0.677 -1.127
C -0.941 0.860 -0.869
O -1.903 1.472 -0.073
C 0.474 0.656 -0.301
C 1.201 1.421 0.714
O 1.626 1.555 -0.608
H 1.815 -3.230 -1.742
H -1.331 -1.002 -2.126
H -1.606 -1.204 -0.363
H -0.903 1.415 -1.815
H -1.913 1.069 0.800
H 0.727 2.315 1.134
H 1.504 0.732 1.633
O 0.098 -0.353 2.861
H -0.385 -0.301 1.921
H -0.342 0.285 3.428

Summary:
gap between HOMO and LUMO: 9.889 eV
SMILES: O/N=C1\C[C@@H](O)[C@@]12CO2.O
highest occupied orbital energy: -9.7 eV



What should be chosen as the least stable of them? Choose R.



P.
DFT (ωB97M-V with the def2-TZVPD basis set) results for a structure of composition C3H4OS.

Element x y z (Å)
C -1.127 -0.066 0.039
C -0.208 0.990 -0.663
C 0.306 -0.084 0.275
O -2.229 -0.544 -0.078
S 1.419 -1.520 -0.167
H -0.295 0.819 -1.786
H -0.165 1.949 -0.200
H 0.801 0.386 1.530
H 1.498 -1.930 1.050

Summary:
gap between HOMO and LUMO: 8.897 eV
highest occupied orbital energy: -8.9 eV



Q.
DFT (ωB97M-V with the def2-TZVPD basis set) results for a structure of composition C3H4OS.

Element x y z (Å)
C 1.844 0.379 0.009
C 0.040 -0.134 -0.570
C -1.173 -0.048 0.369
O 2.513 1.313 0.263
S 1.399 -1.301 0.049
H 0.063 -0.042 -1.663
H -1.751 0.857 0.218
H -1.055 -0.247 1.357
H -1.880 -0.777 -0.031

Summary:
gap between HOMO and LUMO: 8.747 eV
highest occupied orbital energy: -8.2 eV



What should be chosen as the least stable of them? Choose P.



P.
DFT (ωB97M-V with the def2-TZVPD basis set) results for a structure of composition C5H11NO2.

Element x y z (Å)
C 3.066 -0.447 0.310
C 1.593 -0.079 0.522
C 0.905 0.117 -0.841
C -0.552 0.633 -0.529
C -1.350 -0.399 0.091
H 3.310 0.321 -0.001
H 3.540 -0.680 1.135
H 3.251 -1.346 -0.685
H 0.972 -0.609 1.233
H 1.297 0.977 1.275
H 0.857 -0.763 -1.687
H 1.121 1.225 -1.502
H -1.092 0.865 -1.771
H -1.456 2.256 -0.656
H -0.577 1.823 1.094
H -1.119 -1.621 -1.188
N -0.655 1.931 -0.097
O -1.562 -1.650 -0.481
O -1.875 -0.215 1.245

Summary:
gap between HOMO and LUMO: 10.193 eV
highest occupied orbital energy: -9.9 eV



Q.
DFT (ωB97M-V with the def2-TZVPD basis set) results for an isolated molecule of C5H11NO2.

Element x y z (Å)
C -0.447 -0.091 -0.547
C -0.212 1.405 -0.824
C 1.092 1.705 -1.592
O 2.061 2.290 -0.755
C 0.298 -0.475 0.716
N -0.281 -1.253 1.668
C -1.351 -2.224 1.436
O 1.415 -0.019 0.894
H -0.037 -0.700 -1.353
H -1.512 -0.313 -0.476
H -0.125 1.927 0.134
H -1.076 1.745 -1.395
H 0.939 2.396 -2.418
H 1.461 0.741 -1.959
H 2.260 1.628 -0.072
H 0.352 -1.463 2.420
H -2.160 -2.018 2.112
H -1.748 -2.062 0.444
H -0.929 -3.218 1.567

Summary:
gap between HOMO and LUMO: 10.412 eV
SMILES: CNC(=O)CCCO
highest occupied orbital energy: -9.6 eV



What should be chosen as the least stable of them? Choose P.